(1)
77
Properties=species:S:1:pos:R:3:forces:R:3:lowdin_charge:R:1 method="wB97M-V/def2-TZVPD" lumo_energy_ev=-4.413 charge=+1 gap_ev=6.46 multiplicity=1 fmax_ha_per_bohr=0.1829
C -0.87311 -2.78863 -1.18614 -0.57 -0.50 0.68 -0.105
C -1.78751 -2.66064 -2.57971 1.13 0.38 1.08 -0.207
C -2.85786 -1.45143 -2.30633 1.48 0.74 -1.03 -0.521
Cl -2.71700 -0.30312 -3.80235 -0.48 -0.90 1.47 0.589
N -4.30879 -1.86687 -2.25366 -8.25 -0.88 -0.01 -0.006
C -5.53478 -1.03539 -2.65949 -1.17 -3.03 1.25 0.109
N -6.81316 -1.85065 -2.38982 6.35 0.88 -0.01 0.020
N -6.52565 -3.11467 -1.85551 6.47 2.93 -0.66 0.117
C -5.01157 -3.11340 -1.76836 -2.36 0.04 0.06 -0.091
C -4.29169 -4.44588 -1.14274 -0.24 -0.59 -0.42 -0.065
C -4.27986 -5.57803 -2.37048 -3.19 2.67 -6.60 -0.605
O -4.81846 -5.23591 -3.57131 3.78 -2.25 8.31 -0.104
Br -3.52818 -7.42524 -2.21677 -1.11 2.29 0.03 0.778
H 0.19099 -2.29771 -1.29911 -2.23 -1.21 0.09 0.100
H -0.82076 -3.92823 -0.86459 0.32 2.38 -0.70 0.075
H -1.38912 -2.22629 -0.26885 0.99 -1.16 -2.04 0.078
H -2.26535 -3.67700 -2.90822 0.68 2.11 0.70 0.110
H -1.02360 -2.34024 -3.41571 -1.98 -0.49 1.57 0.114
H -2.58308 -0.77085 -1.38232 -0.64 -1.48 -1.94 0.135
H -5.56540 0.04900 -3.10224 0.31 -2.49 0.98 0.155
H -7.81785 -1.57902 -2.52821 1.52 -0.12 0.03 0.181
H -3.20099 -4.26944 -0.74737 -2.11 -0.19 -0.96 0.116
H -4.91317 -4.89537 -0.23260 1.13 1.15 -2.13 0.154
O -0.85069 1.34513 -1.30392 -0.18 -0.15 -0.12 -0.016
C -0.13693 2.16790 -1.86579 0.70 0.19 0.38 -0.587
N 1.06882 2.52192 -1.34233 -0.68 -0.15 -0.14 0.162
C -0.51911 2.84309 -3.15115 0.04 0.19 -0.23 -0.013
H 1.69081 3.19390 -1.76794 -0.22 -0.27 -0.03 0.107
H 1.34848 2.08016 -0.47604 0.27 0.08 -0.19 0.055
H -1.45022 3.39615 -3.00046 0.07 -0.16 -0.08 0.092
H -0.66384 2.08327 -3.92395 -0.09 0.13 0.11 0.066
H 0.25200 3.54166 -3.48750 -0.15 -0.09 0.01 0.077
O 2.82990 1.71433 0.66161 0.02 0.00 0.23 -0.021
C 3.99380 1.41456 0.90157 0.50 -0.23 0.73 -0.558
N 4.40899 1.18682 2.17786 -0.33 0.14 -0.24 0.176
C 5.04116 1.27493 -0.16502 0.23 -0.06 -0.02 0.008
H 5.35584 0.93772 2.42484 -0.26 0.08 -0.18 0.111
H 3.72086 1.27497 2.91442 0.22 -0.09 -0.08 0.113
H 5.14241 2.22737 -0.69244 -0.07 -0.16 -0.01 0.097
H 4.73279 0.49640 -0.86808 -0.01 0.20 0.03 0.094
H 6.01358 1.00234 0.25430 -0.15 0.05 -0.11 0.080
O 0.71719 6.48141 1.53816 0.31 -0.44 0.37 0.018
C 1.30558 5.49349 1.96233 -0.43 0.29 -0.70 -0.614
N 1.65537 4.47566 1.12876 0.00 0.05 0.03 0.160
C 1.68438 5.32122 3.40487 0.15 -0.20 0.23 -0.003
H 2.14010 3.64304 1.43101 -0.14 0.12 -0.12 0.064
H 1.41066 4.56883 0.15139 0.01 -0.07 0.34 0.089
H 0.77831 5.34204 4.01656 0.17 0.13 -0.07 0.091
H 2.34613 6.13998 3.70017 -0.20 -0.06 0.02 0.090
H 2.20161 4.37352 3.57825 -0.05 0.12 0.04 0.068
O 5.55062 6.80631 -1.00942 -0.48 0.23 0.29 0.014
C 4.76652 7.56090 -0.44559 0.63 -0.12 -0.34 -0.597
N 5.07759 8.87090 -0.24488 0.15 0.24 0.00 0.148
C 3.42460 7.11883 0.06223 -0.14 0.28 0.18 -0.022
H 4.46542 9.53001 0.21379 0.13 -0.30 -0.15 0.100
H 5.97705 9.19262 -0.57851 -0.25 -0.08 0.09 0.111
H 3.56641 6.32473 0.80038 -0.02 0.08 -0.25 0.075
H 2.83301 6.74035 -0.77579 0.09 -0.04 0.18 0.090
H 2.87811 7.94054 0.53328 -0.02 -0.22 -0.07 0.077
O -0.30885 -6.48907 0.13441 -0.28 -0.24 0.22 0.004
C -0.69467 -7.54836 0.61520 0.04 0.21 -0.49 -0.599
N -1.31451 -8.48273 -0.15675 0.04 -0.15 -0.10 0.114
C -0.52243 -7.90217 2.06407 -0.07 -0.24 0.21 -0.005
H -1.64936 -9.36865 0.19336 0.19 0.28 0.00 0.104
H -1.44220 -8.26697 -1.13704 0.27 -0.13 0.42 0.002
H -1.03885 -7.15822 2.67679 0.20 -0.06 -0.06 0.088
H 0.54364 -7.90244 2.30696 -0.18 0.12 0.01 0.094
H -0.93345 -8.88943 2.29238 0.08 0.14 0.03 0.076
O 0.95873 -1.31882 4.51049 -0.69 -0.03 -0.45 0.026
C 0.01812 -1.23853 3.72888 0.90 0.22 0.31 -0.599
N 0.08859 -0.43994 2.62867 0.05 0.13 -0.22 0.156
C -1.26562 -1.99562 3.91025 -0.32 -0.11 -0.09 -0.013
H -0.65896 -0.34113 1.95712 0.23 0.00 0.25 0.090
H 0.94423 0.08066 2.48484 -0.24 -0.09 -0.07 0.095
H -1.71909 -1.70609 4.86214 0.12 -0.15 -0.10 0.091
H -1.04978 -3.06747 3.91686 -0.02 0.16 0.13 0.087
H -1.97688 -1.78699 3.10631 0.02 -0.04 0.10 0.063



(2)
74
Properties=species:S:1:pos:R:3:forces:R:3:lowdin_charge:R:1 method="wB97M-V/def2-TZVPD" lumo_energy_ev=-5.278 charge=+1 gap_ev=7.18 multiplicity=1 fmax_ha_per_bohr=0.1822
C -2.09463 5.25987 0.32376 0.39 -0.32 0.30 -0.126
C -0.55246 5.30472 -0.26270 -0.32 -1.12 0.01 -0.241
C 0.25083 4.05217 0.47411 -0.70 2.28 -0.14 -0.610
Br 2.22506 4.15180 0.01053 -1.60 -0.24 0.56 0.657
N -0.24287 2.68147 0.06937 -0.64 -1.32 0.28 -0.164
N -0.89933 2.20992 -1.05600 0.79 -0.88 2.49 0.132
N -1.19842 0.82856 -1.01017 3.17 4.34 7.67 0.095
C -0.63393 0.50856 0.35569 -0.15 2.70 -0.54 -0.135
Si -0.55822 -1.10471 1.40120 0.28 -2.37 1.89 0.529
C -1.77226 -2.49540 0.85454 -0.80 -0.37 0.15 -0.215
C 1.29048 -1.72102 1.57519 0.49 -0.25 -0.07 -0.207
C -1.09220 -0.59387 3.21966 0.12 1.45 -0.57 -0.209
N -0.04047 1.71443 1.04970 -3.46 -3.83 -5.91 0.146
H -2.73048 6.12212 -0.14476 1.18 -1.82 0.92 0.097
H -2.05364 5.39384 1.49561 -0.12 -0.07 -2.34 0.084
H -2.59577 4.19243 0.13876 1.03 2.49 0.14 0.084
H -0.00997 6.33221 0.00273 -1.12 -2.51 -0.59 0.138
H -0.50540 5.07560 -1.43146 -0.13 0.74 2.59 0.131
H 0.05714 4.14024 1.64857 0.73 -0.39 -2.64 0.141
H -2.74488 -1.96639 0.45253 1.82 -1.38 0.51 0.058
H -1.30721 -3.27766 0.11344 -1.13 1.68 1.27 0.064
H -2.08993 -3.07368 1.84824 0.76 1.26 -2.14 0.072
H 1.89508 -1.03299 2.33513 -1.14 -1.48 -1.81 0.061
H 1.20942 -2.79689 2.06021 0.21 2.16 -0.99 0.072
H 1.82730 -1.82725 0.52747 -0.87 0.24 2.29 0.049
H -2.08031 0.04418 3.09818 1.86 -1.42 0.74 0.046
H -1.21586 -1.52355 3.91929 0.25 1.96 -1.33 0.076
H -0.22165 0.13491 3.58703 -1.93 -1.57 -0.26 0.047
H 0.39280 1.76300 2.00074 -0.38 0.38 -1.27 0.180
C -7.78743 1.26848 5.06859 0.12 -0.01 -0.33 -0.067
C -6.92491 1.90665 6.14347 -0.93 0.07 0.06 -0.213
O -5.53658 1.65211 5.89796 1.09 0.76 -0.78 0.027
C -4.95435 2.43333 4.95493 -1.18 0.26 -0.06 -0.544
O -5.50255 3.32136 4.31812 1.08 -1.29 0.90 0.111
O -3.66317 2.04187 4.82047 -0.41 0.22 0.02 -0.008
C -2.95473 2.73051 3.79235 0.08 0.20 -0.11 -0.080
H -7.55369 0.20376 4.96837 -0.09 0.10 0.18 0.082
H -8.84882 1.37904 5.30715 0.15 -0.02 0.02 0.084
H -7.60531 1.72653 4.09136 -0.07 0.06 0.19 0.075
H -7.16357 1.45843 7.11371 0.40 0.01 -0.17 0.127
H -7.11615 2.98262 6.23004 0.21 -0.18 -0.16 0.127
H -3.03442 3.81569 3.91112 -0.15 -0.20 -0.09 0.098
H -3.32861 2.42039 2.81177 -0.08 0.20 0.04 0.093
H -1.89903 2.45433 3.86383 -0.21 -0.16 0.28 0.072
C 2.26948 -2.09314 -6.94752 0.12 0.32 0.11 -0.061
C 1.10504 -2.66501 -6.15782 0.07 -0.18 -0.97 -0.211
O 1.21826 -2.32762 -4.77006 -0.51 1.10 0.85 0.010
C 0.83617 -1.06952 -4.43875 -0.06 0.17 -1.22 -0.537
O 0.40563 -0.22259 -5.20818 0.61 -1.26 1.45 0.121
O 1.03884 -0.90304 -3.10845 -0.28 -0.15 -0.58 -0.023
C 0.75572 0.41405 -2.64126 0.47 0.23 -0.42 -0.083
H 3.22278 -2.39818 -6.50428 -0.13 -0.13 -0.10 0.080
H 2.23586 -2.43098 -7.98695 -0.01 0.00 0.15 0.086
H 2.25248 -0.99878 -6.94113 -0.12 -0.16 -0.06 0.077
H 1.12519 -3.75805 -6.22192 0.00 0.21 0.37 0.127
H 0.14089 -2.33639 -6.56304 0.20 0.11 0.24 0.127
H -0.24798 0.73509 -2.93720 0.54 -0.19 -0.28 0.080
H 1.51100 1.11156 -3.01614 -0.14 0.00 -0.09 0.114
H 0.80459 0.40469 -1.54883 0.54 -0.45 -0.66 0.052
C 4.09990 -1.57406 -2.04907 0.24 0.12 0.33 -0.059
C 3.97471 -2.94808 -2.68388 -0.52 0.36 0.04 -0.207
O 5.26634 -3.53533 -2.88226 0.48 -0.64 0.70 0.029
C 5.83599 -4.08618 -1.78197 -0.04 0.14 0.43 -0.547
O 5.34535 -4.12862 -0.66297 0.62 0.03 -1.57 0.099
O 7.05762 -4.55976 -2.13098 -1.18 0.39 0.11 -0.004
C 7.80429 -5.09245 -1.03925 0.39 -0.29 0.41 -0.049
H 4.77848 -0.94131 -2.62998 -0.16 -0.07 -0.05 0.088
H 3.12357 -1.08563 -1.98668 0.14 -0.13 -0.09 0.048
H 4.51573 -1.64127 -1.03886 -0.08 -0.09 -0.10 0.075
H 3.51467 -2.85026 -3.67284 0.33 -0.18 0.12 0.109
H 3.33055 -3.60976 -2.09310 0.28 0.06 -0.01 0.128
H 7.22639 -5.84120 -0.48839 0.03 0.27 -0.06 0.098
H 8.12028 -4.28235 -0.37489 -0.16 -0.17 0.00 0.100
H 8.69728 -5.57754 -1.44316 -0.28 0.21 -0.19 0.097



(3)
65
Properties=species:S:1:pos:R:3:forces:R:3:lowdin_charge:R:1 method="wB97M-V/def2-TZVPD" lumo_energy_ev="-10.615 / -10.553" charge=+3 gap_ev="5.43 / 5.49" multiplicity=2 fmax_ha_per_bohr=0.0599
Ce 0.07055 0.00217 -0.63179 -1.52 -0.20 1.24 0.642
P -2.78218 -0.12818 -0.72667 -1.38 0.04 -0.87 0.697
P 0.18090 -2.90273 -0.46290 -0.17 -2.21 0.22 0.721
P -0.02997 2.88387 -0.54909 -0.36 2.22 0.25 0.720
H 2.05402 -0.93182 -2.32836 0.31 0.84 0.06 0.086
C 2.26177 0.06214 -1.86416 2.70 0.17 1.48 -0.266
C 2.81202 0.11082 -0.61371 0.25 -0.08 -2.43 -0.024
H 3.11109 -0.81824 -0.13684 -0.07 0.21 0.41 0.094
C -3.24798 -0.17358 -2.50673 0.37 -0.06 0.13 -0.255
C -3.62464 -1.58868 -0.05475 0.21 -0.10 0.33 -0.235
C -3.73055 1.29881 -0.11690 0.21 0.08 0.34 -0.235
C 1.87214 -3.60553 -0.43463 0.31 0.33 -0.04 -0.235
C -0.65595 -3.99512 0.76431 -0.13 0.36 0.33 -0.229
C -0.47094 -3.58427 -2.03923 -0.12 0.39 -0.27 -0.237
C 1.59776 3.72036 -0.54103 0.33 -0.34 -0.01 -0.233
C -0.95001 3.90405 0.68166 -0.07 -0.39 0.27 -0.227
C -0.75030 3.48321 -2.12326 -0.07 -0.33 -0.38 -0.248
H 2.09910 1.02545 -2.39548 0.21 -0.87 0.07 0.093
H 3.03927 1.09128 -0.20648 0.17 -0.21 0.37 0.092
H -4.33528 -0.25753 -2.59669 0.15 0.03 -0.08 0.077
H -2.75760 -1.02848 -2.99190 -0.27 0.14 0.04 0.037
H -2.89337 0.73810 -3.00630 -0.24 -0.16 0.09 0.026
H -4.68212 -1.55909 -0.32317 0.03 -0.05 0.03 0.076
H -3.52312 -1.59436 1.03692 -0.12 -0.06 -0.17 0.063
H -3.16947 -2.50512 -0.44822 -0.18 0.17 0.02 0.034
H -4.78700 1.17021 -0.36284 0.06 0.06 0.04 0.077
H -3.35683 2.22539 -0.56876 -0.16 -0.20 0.03 0.033
H -3.61102 1.37283 0.97082 -0.15 0.05 -0.18 0.062
H 1.86778 -4.59083 -0.91868 0.04 0.24 0.15 0.075
H 2.22258 -3.71427 0.60240 -0.07 0.08 -0.33 0.069
H 2.56135 -2.94107 -0.97845 -0.03 -0.39 0.12 0.035
H -0.70478 -5.03091 0.38733 0.03 0.46 0.07 0.079
H -1.67466 -3.62038 0.96823 0.44 -0.33 -0.02 0.034
H -0.07527 -3.99412 1.70372 -0.32 0.03 -0.35 0.061
H -0.20101 -4.64519 -2.14296 -0.05 0.32 0.09 0.076
H -0.05244 -3.01975 -2.88587 -0.15 -0.25 0.06 0.047
H -1.56749 -3.49559 -2.07168 0.31 -0.02 -0.03 0.051
H 1.49556 4.71474 -0.99102 0.07 -0.20 0.11 0.075
H 2.32288 3.13271 -1.12446 -0.07 0.37 0.11 0.039
H 1.97097 3.82563 0.48770 -0.08 -0.06 -0.30 0.070
H -0.95394 4.96214 0.37180 0.02 -0.43 0.05 0.079
H -0.45075 3.82193 1.66308 -0.27 0.06 -0.37 0.060
H -1.98819 3.53937 0.77437 0.45 0.27 0.01 0.036
H -0.54115 4.55385 -2.25263 -0.07 -0.26 0.10 0.076
H -1.83960 3.33061 -2.12940 0.27 0.06 -0.01 0.052
H -0.32492 2.92136 -2.97054 -0.16 0.38 0.23 -0.006
C 1.37292 0.13684 -5.40468 0.34 -0.14 -1.37 -0.485
C 2.70623 -0.16925 -5.11081 -0.40 0.44 -0.13 -0.109
C 3.69283 -0.10980 -6.12293 -0.54 -0.05 0.09 -0.050
C 3.33803 0.17170 -7.44259 -0.67 0.11 0.16 -0.035
C 1.96816 0.36378 -7.76460 0.81 -0.17 0.13 -0.038
C 1.00097 0.33493 -6.76123 -0.23 0.21 0.58 -0.132
Se -0.17035 0.39794 -4.18335 1.03 -0.70 0.66 0.982
H 0.55814 0.13475 -2.82448 -1.03 0.25 -2.38 -0.235
H 2.98162 -0.43042 -4.10080 0.33 0.06 -0.08 0.063
H 4.73827 -0.28465 -5.85893 -0.39 -0.01 -0.07 0.121
H 4.11142 0.24387 -8.21898 -0.46 -0.09 0.39 0.128
H 1.68714 0.54021 -8.81362 0.02 -0.10 0.66 0.131
H -0.05489 0.48736 -7.02224 0.47 0.02 0.04 0.107
C 0.02888 0.00602 4.45188 -0.12 0.01 0.50 0.008
C 0.08163 -0.00677 3.00202 0.02 0.01 -1.90 -0.106
N 0.12014 -0.01226 1.83198 -0.03 0.02 2.49 0.066
H 0.90984 -0.51028 4.86916 -0.27 0.20 -0.22 0.124
H -0.88268 -0.50529 4.81354 0.36 0.16 -0.30 0.124
H 0.00410 1.04499 4.82630 0.08 -0.37 -0.26 0.123